# 1
Entry from the Open Molecules 2025 dataset: a cluster of 2 separate species, C4H12N2O in total (ωB97M-V/def2-TZVPD).

The total energy is -9368.9600 eV. As for the HOMO-LUMO gap: 9.82 eV. The largest force on an atom is 4.35 eV/Å. The LUMO energy is 0.889 eV. Its charge is 0.

XYZ file:
```
19
Properties=species:S:1:pos:R:3:lowdin_charge:R:1
C -1.80 0.28 0.31 -0.037
C -0.44 -0.36 0.43 -0.424
O -0.29 -1.28 1.24 0.031
C 0.49 -0.38 -0.97 -0.428
N -0.29 -0.68 -2.15 0.036
N 1.50 -1.39 -0.85 0.030
H -2.54 -0.47 0.03 0.093
H -2.07 0.71 1.29 0.082
H -1.79 1.10 -0.41 0.081
H 0.98 0.58 -1.12 0.119
H 0.29 -0.67 -2.97 0.080
H -0.69 -1.61 -2.05 0.084
H 1.39 -2.13 -1.52 0.067
H 1.48 -1.83 0.07 0.065
C 0.75 1.64 1.76 -0.017
H 0.63 1.14 0.67 0.041
H 1.79 1.43 2.03 0.035
H 0.55 2.71 1.70 0.030
H 0.08 1.22 2.51 0.033
```

# 2
Entry from the Open Molecules 2025 dataset: a structure of composition C4H12N2O (ωB97M-V/def2-TZVPD).

The total energy is -9369.2800 eV. As for the HOMO-LUMO gap: 9.40 eV. The largest force on an atom is 1.89 eV/Å. The LUMO energy is 0.884 eV. Its charge is 0.

XYZ file:
```
19
Properties=species:S:1:pos:R:3:lowdin_charge:R:1
C -1.70 -0.39 1.37 -0.377
O -1.05 -0.52 0.13 -0.257
C -2.07 1.05 1.70 -0.107
H -1.06 -0.79 2.17 0.098
H -2.60 -0.98 1.35 0.089
H -2.44 1.13 2.73 0.069
H -2.85 1.41 1.02 0.066
H -1.23 1.72 1.57 0.060
C 2.41 -0.15 0.52 -0.088
N 0.17 -0.18 -2.26 0.133
C 1.27 -0.07 -1.54 -0.243
N 1.22 0.16 -0.27 -0.045
H 2.11 -0.27 1.55 0.078
H 3.14 0.66 0.45 0.079
H 2.86 -1.10 0.21 0.080
H -0.71 -0.27 -1.74 0.094
H 0.14 0.04 -3.25 0.107
H 2.21 -0.23 -2.03 0.134
H 0.06 -0.07 0.15 0.029
```

# 3
Entry from the Open Molecules 2025 dataset: a cluster of 2 separate species, C4H12N2O in total (ωB97M-V/def2-TZVPD).

The total energy is -9367.6312 eV. As for the HOMO-LUMO gap: 8.76 eV. The largest force on an atom is 4.48 eV/Å. The LUMO energy is 0.860 eV. Its charge is 0.

XYZ file:
```
19
Properties=species:S:1:pos:R:3:lowdin_charge:R:1
C -1.54 1.52 1.36 -0.157
C -1.11 1.47 -0.04 -0.300
C 0.34 0.91 -0.11 -0.267
N 0.52 0.00 -1.23 -0.050
C 1.55 -0.80 -1.50 -0.299
N 2.01 -1.84 -0.78 0.093
H -0.62 1.66 1.99 0.083
H -2.34 2.28 1.49 0.085
H -1.80 0.47 1.66 0.082
H -1.83 0.92 -0.74 0.129
H -1.09 2.48 -0.39 0.082
H 0.49 0.33 0.84 0.094
H 1.07 1.76 -0.30 0.131
H 2.11 -0.60 -2.49 0.121
H 3.01 -2.10 -0.78 0.119
H 1.13 -2.25 -0.42 0.063
O -0.40 -2.32 0.55 0.001
H -1.29 -2.46 0.59 -0.002
H -0.21 -1.42 0.31 -0.009
```

# 4
Entry from the Open Molecules 2025 dataset: a cluster of 2 separate species, C4H12N2O in total (ωB97M-V/def2-TZVPD).

The total energy is -9369.7261 eV. As for the HOMO-LUMO gap: 10.12 eV. The largest force on an atom is 1.57 eV/Å. The LUMO energy is 0.961 eV. Its charge is 0.

XYZ file:
```
19
Properties=species:S:1:pos:R:3:lowdin_charge:R:1
H -1.20 0.83 1.81 0.057
N -0.96 1.14 0.87 0.130
C -1.33 0.26 0.01 -0.529
C -1.98 -1.04 0.38 -0.018
O -1.16 0.40 -1.32 -0.085
C -0.52 1.59 -1.78 -0.066
H -2.11 -1.67 -0.51 0.084
H -2.96 -0.84 0.82 0.087
H -1.36 -1.56 1.10 0.078
H 0.56 1.45 -1.77 0.086
H -0.80 2.47 -1.20 0.082
H -0.83 1.76 -2.82 0.088
C 1.84 -1.20 0.58 -0.213
N 2.62 0.01 0.37 -0.075
H 2.50 -2.07 0.58 0.070
H 1.32 -1.15 1.54 0.060
H 1.11 -1.32 -0.22 0.060
H 3.30 0.11 1.12 0.057
H 1.99 0.82 0.45 0.044
```

# 5
Entry from the Open Molecules 2025 dataset: a cluster of 3 separate species, C4H12N2O in total (ωB97M-V/def2-TZVPD).

The total energy is -9365.7641 eV. As for the HOMO-LUMO gap (alpha / beta): 7.36 / 7.36 eV. The largest force on an atom is 4.51 eV/Å. The LUMO energy (alpha / beta) is 0.757 / 0.756 eV. Its charge is 0.

XYZ file:
```
19
Properties=species:S:1:pos:R:3:lowdin_charge:R:1
C 0.31 -0.41 -0.31 -0.684
C -1.65 0.55 -0.31 -0.134
C 2.71 0.66 0.02 -0.003
C -2.52 -0.12 0.72 -0.185
N 0.62 0.81 0.16 0.092
N 0.27 -1.45 0.57 0.155
O 0.60 -0.85 -1.56 0.059
H 0.94 -0.10 -2.08 0.115
H 0.64 1.50 -0.57 0.065
H 0.60 -2.34 0.26 0.108
H 0.18 -1.22 1.54 0.110
H -1.67 1.63 -0.25 0.056
H -1.84 0.24 -1.34 0.055
H 3.04 -0.38 0.09 0.006
H 2.90 1.20 0.94 -0.001
H 3.14 1.16 -0.85 0.000
H -2.22 0.18 1.72 0.064
H -2.47 -1.20 0.64 0.058
H -3.58 0.15 0.60 0.065
```

# 6
Entry from the Open Molecules 2025 dataset: the ion C4H12N2O with charge +1 (ωB97M-V/def2-TZVPD).

The total energy is -9359.8503 eV. As for the HOMO-LUMO gap (alpha / beta): 11.64 / 5.23 eV. The largest force on an atom is 3.73 eV/Å. The LUMO energy (alpha / beta) is -3.020 / -8.412 eV. Its spin multiplicity is 2. Its charge is +1.

XYZ file:
```
19
Properties=species:S:1:pos:R:3:lowdin_charge:R:1
N -1.21 -1.53 0.63 0.182
C -0.56 -0.74 -0.35 -0.329
C -1.56 -0.04 -1.27 -0.177
O -1.70 1.33 -0.91 -0.025
C 0.55 0.24 0.07 -0.175
N 1.81 -0.30 0.55 0.039
C 2.53 0.80 1.38 0.002
H -0.67 -2.36 0.65 0.101
H -1.48 -1.12 1.48 0.114
H 0.11 -1.50 -0.87 0.169
H -2.51 -0.51 -1.31 0.123
H -1.18 -0.14 -2.25 0.115
H -1.94 1.71 -1.74 0.089
H 0.75 0.90 -0.79 0.169
H 0.11 0.88 0.89 0.146
H 2.33 -0.42 -0.34 0.154
H 1.84 1.48 1.94 0.112
H 3.36 0.24 1.80 0.092
H 2.94 1.43 0.58 0.099
```

Record order is preserved below.
ΔE to the lowest compared entry with this formula, charge and spin: 51.51, 44.13, 82.15, 33.85, 125.21, 59.20 kcal per mole